Record 1
BH4NO | ωB97M-V/def2-TZVPD

As for the relative energy (zero: lowest compared OMol25 entry of this formula, charge and spin): 45.9 kcal/mol. For the LUMO energy, the calculation gives 0.399 eV.

Positions of all 7 atoms, in Å:
B (0.46265, -0.36593, 0.08461)
N (-0.81762, 0.68897, -0.94216)
O (-0.01237, -0.83944, 1.20813)
H (1.47505, -0.56039, -0.45907)
H (-0.24412, 1.40779, -1.37332)
H (-1.37580, 1.13605, -0.22249)
H (0.51222, -1.46704, 1.70429)

Atom charges from the Löwdin analysis, given in e for atoms 1 to 5: -0.187, -0.023, 0.130, 0.043, -0.035

***

Record 2
C5H9MgO3 | ωB97M-V/def2-TZVPD

As for the relative energy (zero: lowest compared OMol25 entry of this formula, charge and spin): 12.2 kcal/mol. For the LUMO energy, the calculation gives -4.578 eV. The total charge is +1.

Positions of all 18 atoms, in Å:
H (0.40971, -4.55590, -2.39795)
O (-0.59887, -1.65494, -2.20192)
C (-0.40811, -2.76366, -1.70660)
H (-0.12736, -2.83450, -0.63975)
H (-1.28479, -4.64725, -1.94022)
C (-0.54853, -4.01561, -2.46176)
H (-0.83748, -3.84001, -3.50195)
C (-0.32555, 1.88861, -0.38221)
O (-0.34732, 0.83200, 0.37801)
Mg (-0.45626, 0.19509, -1.56556)
O (-0.17947, 2.98970, 0.28769)
C (-0.12940, 2.66926, 1.83428)
C (1.28803, 2.57693, 2.35441)
H (-0.78625, 1.90331, 2.25983)
H (-0.61424, 3.58592, 2.19161)
H (1.74350, 1.60637, 2.11862)
H (1.28059, 2.69934, 3.44646)
H (1.92178, 3.36536, 1.92700)

Atom charges from the Löwdin analysis, given in e for atoms 1 to 5: 0.119, -0.043, -0.190, 0.158, 0.119

***

Record 3
C52H52Br2N6O4STi | ωB97M-V/def2-TZVPD

Its expectation value of S² is 0.755. As for the spin multiplicity: 2. For the LUMO energy (spin up / spin down), the calculation gives 1.289 / 1.293 eV. The total charge is -1.

Positions of all 118 atoms, in Å:
Ti (0.36809, 0.65144, 0.26437)
C (-0.17249, 6.58405, -0.76380)
C (1.19011, 5.89671, -0.33009)
C (1.31332, 4.51260, -0.66729)
C (1.91224, 3.93842, -1.69863)
C (2.75718, 4.68268, -2.70057)
C (4.30246, 4.51347, -2.43242)
C (1.61077, 2.48693, -1.61819)
C (1.70457, 1.52079, -2.60789)
C (1.06561, 0.21573, -2.72463)
C (1.25950, -0.63024, -3.78002)
C (2.09243, -0.37180, -5.02932)
C (1.21823, 0.11049, -6.20274)
C (0.60910, -1.80867, -3.45016)
C (0.01063, -1.61968, -2.18496)
C (-0.90071, -2.74143, -1.82199)
C (-1.84340, -3.36813, 0.78085)
N (-2.33179, -2.10140, 1.11975)
C (-2.09124, -1.90569, 2.47093)
C (-2.09944, -0.53008, 3.10009)
C (-1.56771, 0.67515, 2.87551)
N (-0.70820, 1.35439, 1.89495)
C (-0.77081, 2.64224, 2.03659)
C (-0.23257, 3.66528, 1.30854)
C (0.62864, 3.53064, 0.16102)
N (0.93174, 2.35598, -0.45327)
C (-1.56953, 2.92743, 3.30039)
C (-1.91836, 1.75367, 3.82873)
C (-2.85593, 1.63764, 5.01613)
C (-2.21186, 1.06074, 6.24957)
C (-1.92545, 4.26728, 3.79667)
C (-3.14813, 4.78982, 3.00775)
C (-1.59354, -3.08346, 3.05138)
C (-1.47196, -4.00542, 1.90018)
C (-0.71061, -5.34963, 1.99824)
C (-1.69836, -6.53489, 2.13734)
C (-1.30615, -3.31104, 4.53493)
C (-2.32786, -4.25856, 5.22643)
N (0.38455, -0.39579, -1.75820)
C (0.62441, -3.02332, -4.38685)
C (-0.66773, -3.25277, -5.21073)
H (-0.21052, 7.64237, -0.49947)
H (-1.09872, 6.04991, -0.44284)
H (-0.19997, 6.60962, -1.85777)
H (1.23844, 6.01302, 0.72919)
H (2.04421, 6.52262, -0.68045)
H (2.49512, 5.77107, -2.59940)
H (2.55833, 4.34327, -3.69073)
H (4.36393, 4.82255, -1.36250)
H (4.87245, 5.19655, -3.04745)
H (4.64493, 3.45013, -2.51923)
H (2.50750, 1.87463, -3.24898)
H (2.59283, -1.29141, -5.29152)
H (2.91707, 0.33546, -4.91011)
H (0.74616, -0.75091, -6.61172)
H (1.79500, 0.57321, -7.04350)
H (0.41548, 0.76889, -5.87833)
H (-0.55553, -3.55873, -2.54237)
H (-2.47222, -0.61641, 4.13287)
H (-0.47771, 4.59942, 1.63539)
H (-3.66921, 1.07186, 4.71538)
H (-3.19717, 2.63562, 5.26356)
H (-1.90204, 0.02056, 6.14126)
H (-2.89714, 1.13506, 7.10869)
H (-1.36439, 1.66476, 6.52705)
H (-1.09943, 4.92762, 3.51974)
H (-2.08971, 4.37620, 4.85192)
H (-2.98401, 4.73699, 1.94415)
H (-3.45516, 5.75139, 3.37963)
H (-3.92289, 4.10759, 3.34637)
H (-0.00194, -5.37267, 2.81906)
H (-0.05009, -5.53903, 1.09015)
H (-2.41849, -6.42934, 2.94772)
H (-1.17779, -7.48978, 2.34257)
H (-2.24048, -6.61226, 1.20837)
H (-1.14918, -2.42092, 5.07297)
H (-0.30318, -3.82901, 4.61444)
H (-3.29225, -3.81419, 5.21858)
H (-2.15470, -4.38964, 6.28092)
H (-2.28797, -5.20282, 4.67334)
H (0.84832, -3.98794, -3.88642)
H (1.46480, -2.83285, -5.06799)
H (-1.50242, -3.52577, -4.54670)
H (-0.49841, -4.09472, -5.93871)
H (-1.05953, -2.38059, -5.72276)
Br (-1.47281, -5.58518, -1.11074)
C (-1.62649, -3.65022, -0.72013)
C (-2.42647, -2.96291, -1.82737)
C (-3.55828, -1.95833, -1.75779)
Br (-5.10327, -2.38704, -2.81166)
C (-3.49830, -0.70793, -1.23026)
C (-4.35161, 0.42682, -1.69719)
C (-3.66425, 1.59347, -1.87526)
C (-2.35946, 1.74050, -1.36778)
N (-1.69677, 0.79349, -0.80290)
C (-2.34945, -0.33407, -0.51735)
C (-1.68691, -1.14355, 0.38859)
O (-0.52162, -1.01743, 0.75118)
H (-2.70838, -3.77170, -2.45039)
H (-5.31645, 0.28530, -2.15333)
H (-4.07167, 2.42582, -2.37036)
H (-1.76731, 2.58026, -1.72725)
O (5.56495, -1.74563, 3.13172)
S (5.50885, -0.71801, 2.07298)
O (6.59245, 0.28575, 1.94560)
N (3.99011, 0.02919, 2.20097)
C (3.29755, -0.42335, 1.23699)
O (2.07386, -0.09301, 1.09848)
C (3.87130, -1.30228, 0.14318)
C (3.33528, -1.79207, -1.07417)
C (4.19892, -2.44906, -1.92260)
C (5.52504, -2.66700, -1.55557)
C (6.06950, -2.15138, -0.36696)
C (5.16890, -1.46334, 0.43853)
H (2.26825, -1.75799, -1.31704)
H (3.82295, -2.89835, -2.80628)
H (6.16774, -3.26332, -2.19292)
H (7.09174, -2.26039, -0.16588)

Atom charges from the Löwdin analysis, given in e for atoms 1 to 5: 1.131, -0.067, -0.198, -0.197, -0.119